Below is a molecular structure, C59H39MgN11OP at a distorted geometry, with properties calculated with ωB97M-V with the def2-TZVPD basis set.

```
! wB97M-V def2-TZVPD RIJCOSX def2/J DEFGRID3
* xyz -1 1
Mg -23.6732 2.8013 2.0888
C -23.3017 9.4313 1.4722
C -23.2190 9.3705 2.8427
C -23.1755 8.1912 3.5409
C -23.3866 7.0267 2.8589
C -23.5871 5.6175 3.2841
N -23.8851 4.8880 2.2147
C -23.9286 5.6720 1.1291
N -24.4331 5.3899 -0.1128
C -24.7951 4.0998 -0.4261
C -25.6942 3.9428 -1.6013
C -26.1253 4.8119 -2.5709
C -26.9493 4.3247 -3.6407
C -27.0993 2.9381 -3.7717
C -26.8100 2.0805 -2.6874
C -26.1857 2.6297 -1.5239
C -25.6773 2.0950 -0.2446
N -25.8857 0.8449 0.1128
C -25.4256 0.3448 1.2619
N -24.8227 1.0560 2.2824
C -24.9852 0.3136 3.4556
N -24.8503 0.6744 4.6980
C -24.5167 1.8937 5.0881
N -24.0867 2.9545 4.1712
C -23.9405 4.0474 4.9828
N -23.6561 5.2975 4.6014
C -24.1449 3.7158 6.3850
C -24.2989 4.5424 7.4977
C -24.5784 3.9082 8.7334
C -24.9303 2.5779 8.7772
C -25.0591 1.7914 7.6063
C -24.5530 2.3439 6.4101
C -25.4009 -1.0679 3.1388
C -25.5256 -2.1755 3.9601
C -26.1512 -3.2851 3.4297
C -26.4931 -3.3533 2.0596
C -26.3612 -2.1881 1.2508
C -25.8183 -1.0159 1.8093
N -24.8173 3.0020 0.3625
C -23.6311 7.0528 1.4925
C -23.6333 8.2318 0.7851
H -23.1883 10.3393 0.9330
H -22.9328 10.2437 3.3623
H -22.9948 8.1361 4.6019
H -25.8063 5.8448 -2.4081
H -27.3084 4.9756 -4.4418
H -27.4465 2.5618 -4.6658
H -27.1398 1.0469 -2.6049
H -24.1308 5.6210 7.4086
H -24.6508 4.5102 9.6491
H -25.1966 2.0958 9.7126
H -25.4943 0.8094 7.5205
H -25.2085 -2.1572 5.0178
H -26.5984 -4.0391 4.0971
H -26.7133 -4.2816 1.6236
H -26.7008 -2.2451 0.1705
H -23.9058 8.1753 -0.2358
C -20.0114 3.0681 8.2055
C -19.7988 2.0304 7.3800
C -20.1353 2.1466 5.9822
C -20.4872 3.4093 5.5038
C -20.6475 4.5067 6.4138
C -20.3666 4.3753 7.7225
P -20.7638 3.7187 3.7420
C -19.7841 5.4011 3.3373
C -19.7522 7.7293 3.7242
C -18.7725 8.1814 2.8895
C -18.3235 7.7071 1.5979
C -17.4838 5.6356 2.6115
C -18.2864 5.2695 3.6549
C -19.7751 2.3555 3.0557
C -18.5414 1.8537 3.4684
C -17.9753 0.7371 2.8800
C -18.5977 0.1265 1.7671
C -19.7134 0.6560 1.2062
C -20.1495 0.3039 -0.0984
C -21.2029 0.9596 -0.6875
C -21.8856 1.9545 -0.0173
C -21.6090 2.2338 1.3356
C -20.3842 1.7767 1.8859
H -19.9204 2.9363 9.2726
H -19.3646 1.0889 7.8237
H -19.9408 1.3223 5.3139
H -21.0219 5.5105 6.0391
H -20.4410 5.2996 8.2631
H -20.2781 8.5389 4.2933
H -18.4219 9.2010 3.1158
H -19.1380 7.8838 0.8415
H -16.3920 5.5932 2.5367
H -17.9314 5.0214 4.6405
H -18.0470 2.2141 4.3697
H -17.0295 0.3216 3.2582
H -18.2908 -0.8816 1.5302
H -19.5459 -0.3980 -0.6798
H -21.4560 0.7587 -1.7101
H -22.7829 2.3289 -0.4775
C -16.9880 8.3351 1.1496
N -18.3052 6.2139 1.5459
C -17.8587 5.7002 0.2215
C -18.7951 5.3522 -0.7016
C -20.2155 5.1900 -0.3845
N -20.5760 5.3405 0.9310
C -19.6619 5.6108 1.8367
O -20.3672 6.5223 3.9156
N -21.2035 5.1157 -1.2844
H -16.8639 8.2050 0.0942
H -16.1536 7.8164 1.6181
H -16.8505 9.4074 1.2750
H -16.8368 5.9821 0.0097
H -18.4300 5.2669 -1.7263
H -20.9270 4.7448 -2.2161
H -22.1672 4.9866 -0.9188
*
```

Output
HOMO (alpha / beta): -2.9 / -2.9 eV
LUMO (alpha / beta): 1.02 / 1.03 eV
relative energy (zero: lowest compared OMol25 entry of this formula, charge and spin): 4.382 eV

Löwdin population analysis, charges in e, atoms 1 to 2: 0.53 -0.06



Below is a molecular structure, C68H41I4N8O2S2W at a distorted geometry, with properties calculated with ωB97M-V with the def2-TZVPD basis set.

```
! wB97M-V def2-TZVPD RIJCOSX def2/J DEFGRID3
* xyz -1 3
W -0.3435 -0.7784 -1.0101
I 0.1045 7.9020 4.1437
C -0.0038 6.1280 3.0606
C -0.9812 5.9801 2.0868
C -1.0462 4.7989 1.3610
C -0.1488 3.7635 1.6071
C 0.8166 3.9296 2.5923
C 0.9001 5.1105 3.3193
C -0.2216 2.5067 0.8099
C -1.2605 1.5599 1.1088
C -2.3338 1.7927 1.9476
C -3.0581 0.6025 2.0372
C -2.3592 -0.3490 1.2979
C -2.4936 -1.7711 1.3847
C -3.8075 -2.3955 1.5306
C -3.9822 -3.7771 1.7204
C -5.2387 -4.3522 1.8147
C -6.3712 -3.5613 1.6900
I -8.2641 -4.4140 1.8368
C -6.2417 -2.2062 1.4296
C -4.9800 -1.6428 1.3406
C -1.2668 -2.4975 1.4423
N -0.1637 -2.1753 0.6732
C 0.8498 -3.0064 1.1099
C 2.0999 -3.0859 0.4717
C 3.0434 -4.1462 0.9231
C 3.7438 -3.9852 2.1141
C 4.6183 -4.9634 2.5661
C 4.7898 -6.1163 1.8132
I 6.0996 -7.5917 2.4855
C 4.1013 -6.3004 0.6233
C 3.2278 -5.3119 0.1879
C 2.4635 -2.2598 -0.5365
C 3.7283 -2.3382 -1.2138
C 3.7751 -1.3722 -2.1394
C 2.5526 -0.5998 -2.0502
N 1.7213 -1.1764 -1.0571
C 2.2884 0.4984 -2.8088
C 1.3602 1.5484 -2.3270
C 2.0701 2.8130 -1.9082
C 1.6862 3.2013 -0.6960
C 0.6618 2.3149 -0.1694
N 0.5456 1.2172 -1.0857
C 2.8469 0.6813 -4.1610
C 3.2469 -0.4199 -4.9306
C 3.7394 -0.2815 -6.2177
C 3.8053 0.9758 -6.7973
I 4.5263 1.1925 -8.7337
C 3.3506 2.0814 -6.0984
C 2.8714 1.9259 -4.8064
C 0.4003 -3.8287 2.1462
C -0.9311 -3.5122 2.3521
N -1.2598 0.2355 0.6812
H -1.6831 6.7778 1.8928
H -1.7987 4.6769 0.5892
H 1.5085 3.1213 2.7958
H 1.6565 5.2292 4.0827
H -2.5308 2.7153 2.4700
H -3.9036 0.4076 2.6736
H -3.1232 -4.4267 1.7551
H -5.3305 -5.4196 1.9625
H -7.1180 -1.5912 1.2753
H -4.9035 -0.5994 1.0745
H 3.5986 -3.0817 2.6936
H 5.1593 -4.8266 3.4922
H 4.2310 -7.2011 0.0398
H 2.6788 -5.4492 -0.7393
H 4.5002 -3.0482 -0.9649
H 4.6052 -1.1161 -2.7748
H 2.8570 3.2591 -2.4927
H 2.0632 4.0534 -0.1501
H 3.1263 -1.4160 -4.5301
H 4.0394 -1.1583 -6.7751
H 3.3599 3.0613 -6.5554
H 2.4962 2.8102 -4.3164
H 0.9976 -4.5552 2.6718
H -1.5786 -3.9000 3.1192
S -2.1603 -2.4608 -1.4620
C -0.9408 -3.5909 -2.0083
C -0.8604 -4.9032 -1.5536
C 0.1350 -5.7505 -2.0223
C 0.2320 -7.1003 -1.5126
N 0.3075 -8.1724 -1.1065
C 1.0607 -5.2829 -2.9625
C 0.9914 -3.9709 -3.4122
C 0.0036 -3.1123 -2.9463
S -0.0900 -1.4246 -3.4181
C 2.1299 -6.1317 -3.4378
N 2.9812 -6.8062 -3.8138
H -1.5630 -5.2584 -0.8117
H 1.7296 -3.6103 -4.1168
C -3.3643 9.4331 -2.0223
C -2.8228 8.1642 -2.6250
C -2.0604 8.2131 -3.7847
C -1.5461 7.0558 -4.3502
C -1.8070 5.8330 -3.7582
C -2.5566 5.7710 -2.5879
N -2.7635 4.4982 -1.9814
C -3.9577 3.8037 -2.1120
C -5.1210 4.5118 -2.4494
C -6.3537 3.8925 -2.4803
C -6.4847 2.5427 -2.1803
C -5.3434 1.8254 -1.8883
C -4.0810 2.4169 -1.8648
C -2.9742 1.4456 -1.6295
O -3.1304 0.2842 -1.4003
O -1.7137 1.9957 -1.7412
C -3.0698 6.9309 -2.0058
C -3.8745 6.8818 -0.7368
H -3.0868 10.2977 -2.6237
H -2.9841 9.5917 -1.0107
H -4.4537 9.4093 -1.9478
H -1.8693 9.1728 -4.2498
H -0.9562 7.1051 -5.2561
H -1.4421 4.9137 -4.1999
H -1.9483 3.9117 -1.9018
H -5.0414 5.5644 -2.6819
H -7.2282 4.4775 -2.7388
H -7.4513 2.0599 -2.1961
H -5.3940 0.7634 -1.6848
H -3.9870 5.8633 -0.3732
H -4.8723 7.3028 -0.8796
H -3.3947 7.4743 0.0447
N 0.1161 1.6653 -3.1585
C -0.6407 1.1472 -2.0104
H -0.1177 2.6550 -3.2458
*
```

Output
HOMO (alpha / beta): -3.6 / -4.4 eV
<S²>: 2.117
LUMO (alpha / beta): 0.97 / 0.92 eV
relative energy (zero: lowest compared OMol25 entry of this formula, charge and spin): 0.000 eV

Löwdin population analysis, charges in e, atoms 1 to 2: 1.56 0.84



Below is 2 unconnected molecules or ions with the total composition C2H4INO at a distorted geometry, with properties calculated with ωB97M-V with the def2-TZVPD basis set.

```
! wB97M-V def2-TZVPD RIJCOSX def2/J DEFGRID3
* xyz 0 1
C -0.5156 0.3556 -0.1475
C 0.3364 -0.8010 -0.1695
N 0.0128 1.4230 0.1511
O 1.6694 -0.5858 -0.3053
I -2.6929 -0.2644 -0.3086
H -0.0378 -1.5191 -0.7828
H -0.0627 -1.1745 1.2946
H -0.4966 2.2323 0.2186
H 1.7871 0.3339 0.0494
*
```

Output
HOMO: -9.8 eV
LUMO: -0.14 eV
relative energy (zero: lowest compared OMol25 entry of this formula, charge and spin): 1.945 eV

Löwdin population analysis, charges in e, atoms 1 to 2: -0.77 -0.39



Below is a molecular structure, C19H16AuN3OS at a distorted geometry, with properties calculated with ωB97M-V with the def2-TZVPD basis set.

```
! wB97M-V def2-TZVPD RIJCOSX def2/J DEFGRID3
* xyz 0 3
Au 0.0799 0.7446 -0.4573
C -3.0409 2.8875 3.8809
N -2.3860 1.5887 3.8536
C -2.4372 0.6934 4.8882
C -1.7337 -0.3861 4.5323
N -1.2172 -0.2051 3.2625
C -1.6680 1.1373 2.8156
S -1.4826 2.2290 1.2950
C -0.3530 -1.3352 2.6259
C -0.1889 -2.4489 3.4370
C 0.5583 -3.5362 3.0055
C 1.1412 -3.5042 1.7645
C 0.9414 -2.3631 0.9989
N 0.2304 -1.3197 1.3908
H -3.5539 3.0078 4.8316
H -3.7575 2.9542 3.0653
H -2.2998 3.6745 3.7606
H -2.9704 0.8914 5.8007
H -1.5825 -1.2642 5.1255
H -0.6283 -2.5109 4.4179
H 0.6769 -4.3965 3.6505
H 1.7350 -4.3270 1.3912
H 1.3832 -2.2688 0.0117
O -0.6173 0.5287 1.2419
C 1.8752 -1.4543 -5.3785
C 1.4292 -1.9342 -4.1288
C 1.0518 -1.0570 -3.1509
C 1.0964 0.3450 -3.3501
C 0.7021 1.2697 -2.3271
C 0.7466 2.6155 -2.6290
C 1.1792 3.0891 -3.8875
C 1.5684 2.2129 -4.8575
C 1.5338 0.8188 -4.6147
C 1.9223 -0.1101 -5.6125
H 2.1730 -2.1509 -6.1522
H 1.3828 -3.0007 -3.9454
H 0.6984 -1.4398 -2.2008
H 0.4488 3.3339 -1.8742
H 1.2044 4.1548 -4.0827
H 1.8999 2.5834 -5.8208
H 2.2584 0.2530 -6.5773
*
```

Output
HOMO (alpha / beta): -6.5 / -7.1 eV
<S²>: 2.022
LUMO (alpha / beta): 0.15 / -1.38 eV
relative energy (zero: lowest compared OMol25 entry of this formula, charge and spin): 2.961 eV

Löwdin population analysis, charges in e, atoms 1 to 2: 0.91 -0.04



Below is a molecular structure, C12H30O4SiTa at a distorted geometry, with properties calculated with ωB97M-V with the def2-TZVPD basis set.

```
! wB97M-V def2-TZVPD RIJCOSX def2/J DEFGRID3
* xyz -1 1
C -3.7833 0.7424 -3.4835
Si -2.1182 1.6488 -3.2777
C -1.3280 2.0323 -4.9762
C -2.5866 3.3853 -2.5878
Ta -0.3327 0.5451 -1.6242
C -1.1426 -1.5780 -1.5726
C -1.4783 -2.3414 -0.2596
C -1.1120 -1.7222 1.0891
C -2.2749 -0.9060 1.6533
O -1.9573 -0.1898 2.8608
C -1.1091 0.8607 2.7114
O -1.4623 2.0039 2.8198
H -4.4478 1.0560 -2.6775
H -4.2589 1.0972 -4.4070
H -3.7243 -0.3411 -3.5635
H -0.8687 1.1657 -5.4437
H -0.5964 2.8204 -4.7954
H -2.0910 2.4713 -5.6299
H -2.2092 3.4428 -1.5666
H -2.1216 4.1967 -3.1474
H -3.6713 3.5006 -2.5194
H 0.7274 0.0920 -3.1042
H 0.5101 2.2102 -1.6164
H -1.4312 1.1698 -0.2461
H 0.9572 0.0922 -0.4221
H -2.0362 -1.6031 -2.2088
H -0.4039 -2.1801 -2.1123
H -2.5527 -2.5588 -0.2355
H -1.0038 -3.3247 -0.3087
H -0.1661 -1.1841 1.0918
H -0.9998 -2.5462 1.8035
H -2.7551 -0.2680 0.9118
H -3.0233 -1.6366 1.9656
H -0.0535 0.5888 2.5843
O 3.0309 -0.3676 0.5082
C 3.6320 -0.5508 1.5212
O 3.5010 -1.7492 2.1569
C 4.2912 -2.1171 3.2807
C 3.7155 -1.5911 4.5811
C 4.4609 0.5405 2.1658
H 5.3311 -1.8143 3.1404
H 4.2798 -3.2066 3.2881
H 3.6947 -0.5016 4.5984
H 4.3074 -1.9379 5.4298
H 2.6899 -1.9394 4.7023
H 3.7962 1.1896 2.7349
H 4.9192 1.1217 1.3702
H 5.2552 0.1818 2.8171
*
```

Output
HOMO: -3.9 eV
LUMO: 2.47 eV
relative energy (zero: lowest compared OMol25 entry of this formula, charge and spin): 0.000 eV

Löwdin population analysis, charges in e, atoms 1 to 2: -0.27 0.28



Below is a molecular structure, C15H31BrMnP2 at a distorted geometry, with properties calculated with ωB97M-V with the def2-TZVPD basis set.

```
! wB97M-V def2-TZVPD RIJCOSX def2/J DEFGRID3
* xyz 0 6
P -5.8178 -0.1593 -1.0715
P -4.9847 -2.4659 1.6747
C -6.9736 -1.4531 -0.3809
C -6.7940 -1.9429 1.1060
H -7.0166 -2.2945 -1.1179
H -7.9407 -0.9266 -0.3774
H -7.1209 -1.1949 1.8823
H -7.3435 -2.9162 1.2205
C -5.0434 -4.0644 0.8113
H -4.1096 -4.5771 1.0345
H -5.2430 -4.0384 -0.2638
H -5.8457 -4.6361 1.2686
C -5.0734 -3.1067 3.3733
H -5.7952 -3.9233 3.4005
H -5.3634 -2.3322 4.0975
H -4.0566 -3.4755 3.5325
C -6.4125 0.4207 -2.7079
H -5.7542 1.2656 -2.9419
H -7.4447 0.7533 -2.6107
H -6.3992 -0.3709 -3.4839
C -6.5319 1.2149 -0.1324
H -6.5539 1.0605 0.9551
H -7.5706 1.2677 -0.4599
H -6.0074 2.1178 -0.4675
Mn 0.2652 -0.2517 0.8944
C -2.7799 -1.8619 1.5812
C -2.6136 -2.3365 0.2677
C -3.3901 -1.9428 -0.9124
C -2.9567 -0.8654 -1.9571
C -3.3548 0.5737 -1.5731
C -3.5004 1.1376 -0.3358
C -3.7137 0.3865 0.9945
C -2.6317 -0.3255 1.9043
C 0.5299 1.4438 -0.3686
H -2.4556 -2.5942 2.3818
H -2.0435 -3.2797 0.1926
H -4.4527 -1.7595 -0.6077
H -3.4792 -2.9067 -1.4572
H -1.8704 -1.0649 -2.1326
H -3.3673 -1.0787 -2.9758
H -3.0136 1.2749 -2.3507
H -2.9939 2.1198 -0.1125
H -4.4133 -0.4512 0.7013
H -4.2985 1.0758 1.6255
H -1.6242 0.2542 1.9920
H -2.8716 -0.3054 3.0071
H 1.1600 1.9796 0.3574
H -0.4838 1.8969 -0.5098
H 1.0466 1.1693 -1.2875
Br 1.6492 -2.2982 0.5846
*
```

Output
HOMO (alpha / beta): -6.4 / -6.4 eV
<S²>: 8.764
LUMO (alpha / beta): -0.04 / -0.52 eV
relative energy (zero: lowest compared OMol25 entry of this formula, charge and spin): 3.441 eV

Löwdin population analysis, charges in e, atoms 1 to 2: 0.85 0.92